Below is C23H49BBrINiO2SSi4Te as an isolated structure, with properties calculated with ωB97M-V with the def2-TZVPD basis set.

ORCA input file:
```
! RIJCOSX wB97M-V def2-TZVPD def2/J DEFGRID3
* xyz 0 1
Ni -0.55913 -2.44317 -0.70634
Br 4.45148 -1.82984 0.28018
C 4.43180 -2.89052 -1.28618
C 5.51955 -3.72216 -1.51537
C 5.55654 -4.51626 -2.64919
C 4.50862 -4.48093 -3.55597
C 3.42350 -3.65117 -3.32556
C 3.37539 -2.84887 -2.19102
I 1.69118 -1.63504 -1.88313
H 6.33059 -3.74061 -0.80086
H 6.40714 -5.16213 -2.82153
H 4.53301 -5.09867 -4.44375
H 2.60223 -3.62152 -4.02926
C -3.29687 -3.83160 0.21370
S -1.82107 -4.26884 -0.72466
C -2.49258 -4.07129 -2.39187
H -3.71275 -2.89768 -0.16270
H -2.98824 -3.67911 1.24490
H -4.02012 -4.64177 0.13991
H -3.33723 -4.74698 -2.51703
H -1.71049 -4.34245 -3.09848
H -2.79811 -3.03858 -2.55860
C -1.38036 -1.79242 4.49797
C -0.62922 -2.50642 3.38960
C -0.59694 -4.00747 3.65016
O -1.35333 -2.30980 2.15200
B -0.42808 -2.16473 1.13635
O 0.86285 -2.08127 1.62915
C 0.77294 -1.90998 3.06340
C 1.94252 -2.62704 3.70957
C 0.84929 -0.41428 3.32627
H -2.35335 -2.26403 4.63751
H -1.54155 -0.74416 4.25416
H -0.83009 -1.85850 5.43913
H -1.62149 -4.37622 3.70913
H -0.09355 -4.24093 4.58908
H -0.08757 -4.53012 2.83892
H 1.98900 -3.67040 3.40363
H 1.86755 -2.57925 4.79825
H 2.87177 -2.14283 3.40835
H 0.03216 0.09497 2.81303
H 1.78824 -0.03858 2.92194
H 0.80589 -0.18237 4.39160
C 2.40467 1.74702 0.52832
Si 1.48099 2.62618 -0.84586
C 2.21551 2.23374 -2.53082
C 1.66080 4.48301 -0.57818
Si -0.81117 2.15627 -0.76743
Te -1.67592 -0.21990 -0.81700
Si -1.76843 3.27077 1.07196
C -3.38099 2.45250 1.57941
C -2.11744 5.05699 0.58237
C -0.60660 3.33232 2.55366
Si -1.82174 2.94573 -2.73419
C -3.69097 2.89535 -2.53648
C -1.28920 4.71682 -3.09719
C -1.31877 1.87664 -4.19443
H 3.47568 1.96227 0.47484
H 2.27317 0.66535 0.47664
H 2.03851 2.08990 1.49871
H 3.29547 2.40520 -2.52060
H 1.78155 2.89080 -3.28879
H 2.03951 1.20189 -2.83712
H 2.70928 4.77753 -0.67635
H 1.32401 4.77997 0.41694
H 1.08398 5.05093 -1.31157
H -4.19444 2.76133 0.91888
H -3.64813 2.74047 2.59956
H -3.30780 1.36427 1.53411
H -2.88310 5.11033 -0.19460
H -1.21903 5.55327 0.20848
H -2.47685 5.62575 1.44436
H -0.20218 2.35239 2.80595
H -1.14139 3.70984 3.42950
H 0.23462 4.00286 2.36552
H -4.03308 3.65562 -1.83048
H -4.02014 1.92027 -2.17109
H -4.18277 3.08371 -3.49446
H -1.48423 5.38230 -2.25466
H -1.82951 5.10712 -3.96407
H -0.22210 4.76301 -3.32778
H -1.49540 0.82082 -3.98139
H -0.26011 2.00328 -4.43039
H -1.89741 2.15111 -5.08071
*
```

## Properties
relative energy (zero: lowest compared OMol25 entry of this formula, charge and spin): 0.000 eV
calculated total energy: -7285.49748 a.u.
E_HOMO: -7.0 eV
orbital gap: 7.257 eV